Below is an isolated ion of composition C6H8N3O2 and charge +1 at a distorted geometry, with properties calculated with wB97M-V/def2-TZVPD.

The geometry in XYZ format:
```
19
Properties=species:S:1:pos:R:3
H 0.4077 1.3049 -2.8026
N 0.0534 1.0189 -1.9035
C 0.7533 0.6751 -0.9669
O 1.9806 0.5339 -0.6340
C 2.2132 -0.1419 0.5946
C 0.9152 0.0237 1.4032
N -0.1322 0.2439 0.3911
C -0.9815 1.2690 0.6976
N -1.6884 2.1127 0.9833
C -0.8666 -1.0899 -0.0714
C -2.1412 -0.8104 -0.7226
O -0.2632 -2.0673 0.1597
H 3.0778 0.3139 1.0771
H 2.4314 -1.1935 0.3787
H 0.7017 -0.8699 1.9922
H 0.9651 0.8946 2.0637
H -2.5030 -1.7165 -1.2089
H -2.8817 -0.4992 0.0165
H -2.0415 -0.0022 -1.4476
```

Computed properties:
**SMILES**: [H]/N=C1\OCC[N@+]1(C#N)C(C)=O
**Energy relative to the best compared isomer or geometry (same formula, charge and spin)**: 62.4 kJ/mol
**LUMO level**: -3.95 eV
**Electronic energy**: -14907.580 eV
**Maximum force**: 1.4 eV Å⁻¹
**Highest occupied orbital energy**: -15.96 eV
**Net charge**: +1

=====

Below is an isolated ion of composition C6H8N3O3 and charge -1 at a distorted geometry, with properties calculated with wB97M-V/def2-TZVPD.

The geometry in XYZ format:
```
20
Properties=species:S:1:pos:R:3
C -0.5932 2.2477 1.1585
C -1.1285 1.0198 0.5150
N -2.4075 0.7570 0.4233
C -2.5274 -0.4601 -0.2167
O -3.5488 -1.0689 -0.4683
N -1.2485 -0.8494 -0.6031
N -0.3752 0.1022 -0.1063
C 1.1203 -0.3878 -0.0169
C 1.7274 -0.2413 -1.4001
C 1.2846 -1.8872 0.5023
O 0.4423 -2.7064 0.1131
O 2.2831 -2.0364 1.1990
H -0.9862 2.3165 2.1705
H -0.9333 3.1235 0.6067
H 0.4922 2.2324 1.1854
H -0.8496 -1.8100 -0.5445
H 1.6035 0.2815 0.6972
H 1.5653 0.7622 -1.7964
H 2.7972 -0.4303 -1.3378
H 1.2823 -0.9650 -2.0807
```

Computed properties:
**SMILES**: Cc1nc(=O)[nH]n1[C@H](C)C(=O)[O-]
**Energy relative to the best compared isomer or geometry (same formula, charge and spin)**: 0.0 kJ/mol
**LUMO level**: 3.39 eV
**Electronic energy**: -16966.828 eV
**Maximum force**: 2.5 eV Å⁻¹
**Highest occupied orbital energy**: -4.69 eV
**Net charge**: -1

=====

no.,Kohn-Sham gap (eV)
1,12.00
2,8.08